1.
19 unconnected molecules or ions with the total composition CH38O20 at a distorted geometry. Source: the Open Molecules 2025 dataset; level of theory: the ωB97M-V functional and the def2-TZVPD basis.

The HOMO energy is -9.682 eV. Its net charge is 0. Its HOMO-LUMO gap is 9.2 eV. As for the spin multiplicity: 1.

```
59
Properties=species:S:1:pos:R:3:forces:R:3
O 1.369248 0.500706 0.006076 -2.4 1.0 -3.8
C 0.743559 0.849521 -1.034384 0.4 -0.3 2.9
O -0.640108 1.048210 -0.993673 2.8 -0.5 -0.4
H 1.306345 1.111381 -1.950923 -0.8 -0.3 0.1
H -1.099797 1.330592 -1.848165 0.9 0.0 -0.1
H -2.550846 -2.729559 0.200018 -3.7 1.3 -2.0
H -1.751197 -2.316075 1.366918 0.1 -0.4 -0.4
O -1.840391 -3.004637 0.675287 2.6 -1.1 2.8
H 4.665346 -1.615417 0.355949 0.2 -2.5 1.9
H 3.629033 -0.762759 -0.255220 -1.6 0.1 0.0
O 4.551360 -0.900592 -0.196450 1.2 2.4 -2.0
H 2.698720 -2.008051 3.634788 1.1 1.1 0.1
H 1.287525 -2.011674 3.019301 0.0 0.5 0.2
O 2.036027 -2.563923 3.283350 -1.5 -1.8 0.2
H 2.322050 2.802023 -1.216993 0.1 0.0 0.4
H 3.621898 3.016241 -1.963738 0.8 -0.1 0.1
O 2.690095 3.186212 -2.011745 -0.8 0.2 -0.4
H 1.166569 2.718324 -3.949595 -0.8 -0.3 0.0
H 0.308085 3.350722 -2.965276 -0.4 0.7 0.7
O 0.233803 2.679845 -3.635092 1.6 0.0 -0.8
H 0.270877 -1.839848 1.322648 0.8 -1.8 -2.0
H 0.057084 -0.405455 1.619051 0.1 -0.1 0.5
O -0.031037 -1.293872 1.995963 -0.5 1.3 2.2
H -2.045733 0.547218 -3.558602 0.0 3.1 1.9
H -1.823552 1.994155 -4.024424 0.0 -0.3 2.5
O -2.007656 1.531556 -3.129642 -0.6 -3.2 -4.2
H 0.131512 2.119256 2.501726 -2.6 3.8 1.6
H 1.028518 1.733510 1.519553 0.2 -1.2 0.5
O 0.593014 1.374926 2.327836 3.0 -2.2 -2.0
H -0.513390 -1.736565 -0.486276 0.1 -0.4 -0.1
H -0.302986 -3.151168 -0.867463 -1.6 -2.7 -0.2
O 0.169201 -2.389704 -0.696516 1.8 3.4 -0.4
H 2.025482 0.413921 3.128458 2.4 -0.7 0.5
H 2.684051 -0.043705 4.426768 0.6 0.2 -0.8
O 2.943726 0.082471 3.482568 -2.9 0.8 0.6
H -2.463509 -2.958301 -1.837885 -0.2 0.2 0.1
H -3.313882 -2.087632 -2.723178 -1.9 2.9 0.4
O -2.850740 -2.863288 -2.705081 2.1 -3.5 -1.0
H -2.039708 0.619123 1.659863 0.8 -0.7 -1.0
H -1.376267 0.168346 0.289477 4.4 2.3 -4.0
O -1.964181 -0.003664 0.906876 -6.1 -1.3 5.5
H -4.409438 -0.711099 -0.528311 2.2 -1.3 -0.8
H -3.032267 -0.467697 -0.962747 6.2 7.8 -0.5
O -3.543275 -1.128083 -0.887964 -8.9 -6.4 1.4
H 1.976706 -3.239477 1.803902 2.0 -0.4 -3.1
H 1.478012 -2.813398 0.446007 0.0 0.0 -1.1
O 2.247638 -3.289850 0.753204 -0.9 0.0 3.6
H -2.212156 3.094590 -0.046765 1.0 0.0 0.7
H -2.958161 2.484971 -1.215054 -0.1 1.5 0.6
O -2.869633 3.324872 -0.686414 -1.2 -1.4 -1.9
H 1.531725 -2.230256 -2.307165 -0.2 -0.8 1.3
H 2.944444 -1.976865 -2.956228 1.1 -0.6 0.6
O 2.023499 -1.805145 -2.983703 -0.9 1.5 -1.7
H -2.305690 3.558091 1.749207 1.7 -0.2 -0.3
H -1.580398 2.269698 1.710279 0.2 -0.5 0.2
O -1.402371 3.183820 1.512201 -1.6 1.5 0.0
H -1.009957 1.773953 3.928027 0.5 -0.2 0.8
H -2.308078 0.880015 3.853323 1.0 1.0 -0.3
O -1.770512 1.582858 3.399799 -2.5 -1.6 0.6
```
Forces are in eV/Å.

***

2.
A single C3H3F3 molecule at a distorted geometry. Source: the Open Molecules 2025 dataset; level of theory: the ωB97M-V functional and the def2-TZVPD basis.

The HOMO energy is -9.737 eV. Its net charge is 0. Its HOMO-LUMO gap is 10.5 eV. As for the spin multiplicity: 1. The structure (SMILES) is CC(F)=C(F)F.

```
9
Properties=species:S:1:pos:R:3:forces:R:3
C -0.380339 0.326591 0.112041 -3.4 1.4 0.4
C 0.585112 0.750571 0.899412 -0.2 0.9 0.3
C -0.286018 -0.856063 -0.772715 2.7 1.3 -1.4
F -1.730319 0.966868 0.228548 3.5 -1.6 -0.1
F 0.534237 1.663417 1.840286 -0.5 0.3 0.0
F 1.826604 0.335483 0.789365 0.3 -0.7 -0.2
H 0.408353 -0.555106 -1.681570 -0.9 -0.8 1.8
H -1.207812 -1.039278 -1.301959 -0.4 -0.7 0.6
H 0.250180 -1.592483 -0.113408 -1.0 -0.2 -1.4
```
Forces are in eV/Å.